[1]
# C6H24NO5S

A cluster of 6 separate species, C6H24NO5S in total (ωB97M-V/def2-TZVPD, OMol25).

Last column: natural (NBO) charge in e.
Cartesian coordinates (Å):
C (1.811683, 0.900311, -0.180270)  -0.215
N (0.548085, 0.412743, 0.385961)  -0.696
C (0.567375, 0.236043, 1.847374)  -0.050
C (-0.862313, 0.201535, 2.374792)  -0.511
S (-1.928435, -1.078824, 1.587414)  -0.748
C (1.356210, -0.994871, 2.279800)  -0.634
C (1.646655, 1.306360, -1.641836)  -0.404
C (1.518198, 0.114467, -2.575913)  -0.624
H (2.579195, 0.116168, -0.130280)  0.192
H (2.127544, 1.760959, 0.416061)  0.177
H (0.304666, -0.494739, -0.027954)  0.410
H (1.070176, 1.118916, 2.256191)  0.170
H (-1.319182, 1.180283, 2.221868)  0.184
H (-0.848226, -0.015248, 3.446570)  0.193
H (0.871280, -1.899135, 1.907355)  0.224
H (2.365489, -0.982336, 1.871826)  0.199
H (1.412572, -1.042021, 3.368077)  0.199
H (0.774721, 1.951681, -1.739603)  0.204
H (2.491780, 1.936636, -1.935102)  0.191
H (0.599726, -0.443770, -2.397751)  0.210
H (2.342247, -0.587010, -2.426085)  0.225
H (1.506535, 0.402717, -3.626383)  0.199
H (-1.868354, 0.129515, -1.635232)  0.508
H (-2.760053, -1.024916, -1.280636)  0.488
O (-2.140239, -0.750400, -1.969619)  -0.988
H (1.572224, -2.261273, -1.105912)  0.511
H (2.663599, -3.077050, -0.388426)  0.462
O (2.544197, -2.342282, -0.992989)  -0.994
H (-0.092263, 3.991495, 0.277965)  0.455
H (-1.261359, 3.383410, -0.476211)  0.504
O (-0.855960, 4.248959, -0.247019)  -0.982
H (-0.860403, -1.900079, -1.527420)  0.509
H (-0.637180, -2.525927, -0.155812)  0.504
O (-0.227292, -2.477886, -1.043074)  -1.030
H (-0.864481, 1.220434, -0.156683)  0.509
H (-2.389431, 1.346370, 0.154605)  0.498
O (-1.730907, 1.602854, -0.523938)  -1.046

Forces on the atoms, in the same order (eV/Å):
-0.148 -0.317 -0.107
0.088 -0.024 -0.173
-0.001 -0.160 -0.080
-0.315 -0.488 -0.130
-0.026 0.002 -0.029
0.064 -0.061 -0.167
-0.009 0.209 0.002
0.117 -0.244 -0.093
0.142 0.208 0.105
0.042 -0.024 -0.009
0.028 0.289 0.144
-0.021 0.128 0.035
0.046 0.110 0.113
0.099 0.214 0.004
-0.133 0.034 0.111
0.152 0.073 0.031
0.012 -0.066 0.038
-0.180 0.089 0.049
0.142 -0.155 0.009
-0.065 0.050 0.047
-0.019 0.134 -0.072
-0.002 0.155 -0.046
-0.137 -0.026 0.000
0.102 -0.052 0.156
-0.108 0.098 -0.237
0.086 -0.275 0.140
-0.106 -0.068 0.059
0.084 0.108 -0.067
-0.007 0.042 0.012
0.029 0.182 0.137
-0.018 -0.177 -0.106
0.086 -0.086 0.125
0.066 0.242 -0.067
-0.161 -0.117 0.103
-0.252 0.014 0.019
0.427 -0.109 -0.399
-0.107 0.068 0.341

Output
- energy above the lowest of the compared OMol25 structures with the same formula, charge and spin (eV) = 0.000
- DFT total energy (a.u.) = -1072.24944
- E_HOMO (eV) = -3.660
- charge = -1
- LUMO level (hartree) = 0.120
- Kohn-Sham gap (eV) = 6.934

[2]
# C6H24O12S

A cluster of 8 separate species, C6H24O12S in total (ωB97M-V/def2-TZVPD, OMol25).

Last column: natural (NBO) charge in e.
Cartesian coordinates (Å):
C (7.848133, -0.422842, 29.220836)  -0.630
C (8.308144, 0.311659, 27.969664)  -0.074
O (9.422337, -0.405404, 27.408024)  -0.730
S (10.138572, 0.210166, 26.085504)  2.371
C (9.533475, -1.030585, 24.957953)  -0.868
O (9.560797, 1.502590, 25.845578)  -0.927
O (11.557548, 0.108089, 26.274424)  -0.935
H (7.285531, 0.271144, 29.849023)  0.215
H (8.588844, -0.939141, 29.827064)  0.234
H (7.106427, -1.185534, 28.962275)  0.203
H (7.437927, 0.431072, 27.326002)  0.184
H (8.718377, 1.275341, 28.266889)  0.205
H (8.469839, -1.100074, 25.166498)  0.247
H (10.002780, -1.973877, 25.222208)  0.257
H (9.783271, -0.682495, 23.959002)  0.247
O (12.922440, -4.609704, 33.835635)  -0.568
C (13.440788, -3.955898, 32.998981)  0.967
O (12.875842, -2.977861, 32.288957)  -0.482
C (13.900631, -2.201692, 31.694536)  -0.121
C (15.048290, -3.194422, 31.534540)  -0.108
O (14.698792, -4.188804, 32.527019)  -0.500
H (13.532686, -1.864047, 30.723283)  0.231
H (14.103941, -1.290197, 32.257447)  0.173
H (16.048709, -2.783258, 31.672849)  0.194
H (15.116573, -3.805115, 30.634062)  0.207
O (12.734748, -0.087114, 29.049619)  -0.965
H (12.291080, 0.156695, 29.868686)  0.467
H (12.040163, -0.482798, 28.506245)  0.499
O (12.016696, -3.008984, 28.357168)  -0.974
H (12.940236, -2.736669, 28.515219)  0.496
H (12.074570, -3.696497, 27.687274)  0.459
O (10.874386, 2.102801, 30.180478)  -0.974
H (10.886814, 1.458948, 30.924174)  0.481
H (10.216922, 2.761888, 30.424657)  0.466
O (13.512700, 2.559244, 26.946811)  -0.955
H (13.208658, 1.711636, 27.305026)  0.491
H (13.263592, 2.530104, 26.018182)  0.463
O (11.370547, 0.180249, 31.946649)  -0.948
H (11.158914, -0.045181, 32.861546)  0.498
H (12.287660, 0.489055, 31.981115)  0.480
O (14.674514, -2.393037, 28.464185)  -0.951
H (15.229953, -2.633455, 27.713270)  0.486
H (15.201893, -1.761798, 28.966458)  0.487

Forces on the atoms, in the same order (eV/Å):
-1.003 -0.497 -0.088
0.558 0.351 1.568
0.438 -0.058 -0.901
-0.577 -0.011 1.402
0.359 0.576 0.293
0.083 -0.544 -0.431
-0.511 -0.322 -0.276
0.217 0.121 0.054
0.428 0.389 -0.202
0.153 -0.089 -0.118
0.369 -0.016 -0.534
-0.324 0.186 -0.185
-0.086 0.111 -0.363
0.170 0.055 -0.090
-0.174 -0.239 -0.114
-0.336 -0.099 0.425
0.871 -0.871 -0.710
-0.387 0.855 0.462
-0.211 0.135 -1.909
-0.034 -1.020 0.397
0.437 0.559 0.815
-0.055 -0.043 0.041
0.303 -0.305 0.484
-0.120 0.038 0.583
-0.537 0.706 -0.485
0.240 -0.107 0.216
-0.180 0.070 -0.355
0.040 -0.036 -0.058
0.010 0.022 0.055
-0.334 -0.038 -0.189
-0.017 0.012 0.061
-0.132 -0.230 0.343
-0.357 0.593 -0.518
0.092 0.002 -0.037
0.086 -0.175 0.017
-0.056 0.166 0.026
-0.066 -0.045 0.070
0.510 -0.148 0.412
-0.090 -0.080 -0.150
-0.133 -0.050 0.138
0.702 -0.115 -0.042
-0.121 0.015 0.020
-0.224 0.174 -0.130

Output
- DFT total energy (a.u.) = -1544.05541
- E_HOMO (eV) = -10.374
- LUMO level (hartree) = 0.004
- SMILES = CCOS(C)(=O)=O.O=C1OCCO1.O.O.O.O.O.O
- Kohn-Sham gap (eV) = 10.472

[3]
# C6H24O6

A cluster of 6 separate species, C6H24O6 in total (ωB97M-V/def2-TZVPD, OMol25).

Last column: natural (NBO) charge in e.
Cartesian coordinates (Å):
C (-1.854368, -0.436066, 2.654986)  -0.261
O (-1.919578, -1.915609, 2.700981)  -0.739
H (-2.750475, 0.051753, 2.300654)  0.170
H (-1.677001, -0.127025, 3.693936)  0.191
H (-1.003286, -0.157878, 2.064408)  0.180
H (-2.034314, -2.189207, 1.796702)  0.462
C (-0.451123, -1.014209, -0.640399)  -0.265
O (0.356895, -1.634905, -1.652014)  -0.728
H (-1.357890, -0.555515, -1.102583)  0.163
H (-0.834523, -1.875227, -0.059344)  0.162
H (0.113321, -0.222981, -0.066638)  0.184
H (0.820823, -0.931131, -2.043965)  0.478
C (1.237021, 2.488457, -2.949898)  -0.252
O (0.485125, 1.317820, -2.687816)  -0.758
H (1.695273, 2.378645, -3.938428)  0.174
H (0.642159, 3.414253, -2.975958)  0.161
H (2.152156, 2.586156, -2.339390)  0.171
H (-0.363293, 1.547891, -2.282219)  0.498
C (1.617513, -3.592447, 1.695277)  -0.251
O (1.384773, -2.553549, 2.596855)  -0.743
H (0.787788, -3.557443, 0.958169)  0.162
H (2.471083, -3.487168, 1.031092)  0.190
H (1.647333, -4.566642, 2.194452)  0.168
H (0.482928, -2.634784, 2.925433)  0.491
C (-3.137859, 2.928232, -1.199963)  -0.253
O (-2.217601, 2.440542, -2.165064)  -0.735
H (-4.151737, 2.936644, -1.551566)  0.175
H (-3.119798, 2.305041, -0.320781)  0.180
H (-2.813516, 3.864606, -0.767701)  0.173
H (-1.921251, 3.163151, -2.680307)  0.471
C (2.825092, 0.179258, 0.475376)  -0.236
O (2.130746, 0.033497, 1.710250)  -0.789
H (3.301703, -0.751977, 0.261507)  0.165
H (2.173417, 0.510008, -0.281959)  0.159
H (3.645636, 0.839542, 0.696469)  0.178
H (1.636828, -0.781730, 1.949446)  0.505

Forces on the atoms, in the same order (eV/Å):
0.443 -1.481 1.179
-0.069 1.662 0.288
-0.424 -0.204 -0.219
-0.070 -0.071 -0.363
0.413 0.358 -0.350
-0.125 -0.312 -0.510
-0.357 -0.184 -0.562
-1.043 -0.780 1.415
0.557 -0.025 0.255
0.405 0.716 0.294
-0.636 -1.083 -0.266
1.025 1.436 -1.175
0.848 -0.035 -0.818
0.003 0.070 0.319
-0.403 0.009 -0.225
0.182 -0.296 0.315
-0.743 0.073 0.547
0.079 0.054 -0.032
-1.538 -0.783 -1.452
0.529 0.864 0.644
0.184 -0.600 0.255
0.544 0.515 0.666
0.071 0.071 -0.133
-0.102 0.002 -0.006
0.597 -0.152 0.756
-0.319 -1.124 0.834
-0.458 0.297 -0.407
0.088 -0.808 0.071
-0.132 0.695 -0.376
0.319 1.091 -0.897
0.107 -1.295 2.338
-0.642 0.787 0.891
0.201 -0.818 -0.819
-0.553 0.522 -1.240
0.089 0.734 -0.226
0.928 0.096 -0.992

Output
- energy above the lowest of the compared OMol25 structures with the same formula, charge and spin (eV) = 4.026
- DFT total energy (a.u.) = -694.30445
- E_HOMO (eV) = -9.719
- LUMO level (hartree) = 0.017
- SMILES = CO.CO.CO.CO.CO.CO
- Kohn-Sham gap (eV) = 10.189

[4]
# C6H24O6

A cluster of 6 separate species, C6H24O6 in total (ωB97M-V/def2-TZVPD, OMol25).

Last column: natural (NBO) charge in e.
Cartesian coordinates (Å):
C (5.203040, 0.726086, 0.930143)  -0.257
O (5.813222, 1.071328, -0.297162)  -0.709
H (5.725168, 1.307584, 1.689978)  0.180
H (4.134494, 0.938488, 0.964671)  0.140
H (5.368254, -0.317663, 1.197369)  0.193
H (5.441386, 1.934833, -0.491347)  0.457
C (0.313731, 0.008434, 1.066056)  -0.259
O (-0.721488, 0.552200, 0.287251)  -0.625
H (0.112077, 0.329847, 2.087877)  0.195
H (0.362440, -1.064838, 0.882167)  0.210
H (1.260739, 0.453725, 0.761097)  0.173
H (-1.414500, 0.797443, 0.904657)  0.513
C (-2.426776, -2.813150, 2.263733)  -0.245
O (-3.160394, -3.997033, 2.547646)  -0.709
H (-3.064770, -2.011991, 1.890645)  0.172
H (-1.864138, -2.524735, 3.151625)  0.164
H (-1.649469, -2.963730, 1.514590)  0.148
H (-2.681953, -4.445642, 3.248683)  0.470
C (2.503664, 0.933128, -2.229166)  -0.302
O (1.842945, -0.149666, -2.755927)  -0.281
H (3.427125, 0.619522, -1.742357)  0.242
H (2.671855, 1.631306, -3.049141)  0.277
H (1.864008, 1.390937, -1.474620)  0.260
H (0.985564, 0.073451, -3.125676)  0.529
C (-3.989848, 1.454778, 1.942330)  -0.247
O (-2.682937, 1.802419, 1.572930)  -0.759
H (-4.691214, 2.159661, 1.495857)  0.178
H (-4.245922, 0.472679, 1.544844)  0.192
H (-4.111537, 1.544564, 3.021786)  0.181
H (-2.376118, 2.582029, 2.041612)  0.490
C (-1.513280, -0.353281, -3.314309)  -0.253
O (-0.511652, -0.221214, -4.299404)  -0.767
H (-1.582831, -1.388431, -2.980059)  0.178
H (-1.108247, 0.222476, -2.482107)  0.175
H (-2.489244, -0.034725, -3.680556)  0.196
H (-0.743394, -0.720820, -5.085717)  0.498

Forces on the atoms, in the same order (eV/Å):
0.747 0.110 0.949
-0.733 -0.284 -0.601
-0.382 0.027 0.462
-0.148 0.017 -0.053
0.012 -0.043 -0.467
0.428 0.219 -0.294
-0.549 0.848 -0.040
0.839 -0.505 -0.877
0.416 -0.738 0.287
0.157 -0.255 0.365
0.359 0.009 -0.190
-1.079 0.683 0.149
0.610 -0.316 0.235
0.056 0.439 -0.281
-0.234 -0.140 0.318
-0.255 0.545 0.153
-0.016 -0.318 -0.405
-0.143 -0.189 -0.025
0.588 -0.674 0.445
1.105 -0.854 0.785
0.059 -0.127 -0.366
-0.005 0.666 -0.129
-0.518 0.616 0.143
-1.461 0.152 -1.167
-1.076 0.660 0.214
1.230 -0.282 -0.395
-0.137 0.036 -0.083
0.290 -0.027 0.305
-0.109 -0.512 0.037
-0.222 0.075 0.059
0.138 -0.481 0.383
0.754 0.262 -0.360
-0.133 -0.113 0.040
-0.776 0.229 0.224
0.075 0.320 0.283
0.114 -0.057 -0.101

Output
- <S²> = 0.755
- energy above the lowest of the compared OMol25 structures with the same formula, charge and spin (eV) = 3.236
- DFT total energy (a.u.) = -693.95082
- E_HOMO (alpha / beta) (eV) = -12.558 / -12.553
- charge = +1
- spin multiplicity = 2
- LUMO level (alpha / beta) (hartree) = -0.095 / -0.353
- Kohn-Sham gap (alpha / beta) (eV) = 9.972 / 2.952